# 1
This record from the Open Molecules 2025 dataset describes a cluster of 2 separate species, C7H14FN3O2 in total in a non-equilibrium geometry. The level of theory is wB97M-V/def2-TZVPD.

Values from the calculation:
Calculated total energy in a.u.: -689.5871
Spin multiplicity: 1
HOMO-LUMO gap in Ha: 0.34556
ΔE to the lowest compared entry with this formula, charge and spin in kcal/mol: 4.4

The geometry in XYZ format:
```
27
C7H14FN3O2 (wB97M-V/def2-TZVPD)
C -2.366 -1.341 -0.055
C -1.992 -2.680 0.409
C -2.164 0.490 -2.849
C 2.881 -0.567 0.819
C 3.133 1.402 2.485
C -1.784 0.573 -1.361
C 2.505 0.306 1.768
N -0.629 1.308 -1.271
N 0.370 0.999 -0.523
N 1.432 1.664 -0.238
O -3.410 -0.831 0.240
O -1.457 -0.755 -0.887
F 1.313 0.057 2.361
H -0.920 -2.699 0.113
H -2.265 -2.895 1.483
H -2.726 -3.403 -0.058
H -2.351 -0.496 -3.174
H -1.376 0.884 -3.465
H -2.999 1.066 -3.010
H 2.218 -1.359 0.473
H 3.759 -0.351 0.315
H 0.266 0.014 -0.088
H 3.457 2.301 1.814
H 3.998 1.077 3.034
H 2.411 1.732 3.223
H -2.593 0.913 -0.856
H 1.291 2.595 -0.700
```

# 2
This record from the Open Molecules 2025 dataset describes a structure of composition C7H14I2 in a non-equilibrium geometry. The level of theory is wB97M-V/def2-TZVPD.

Values from the calculation:
Calculated total energy in a.u.: -870.4146
Spin multiplicity: 1
HOMO-LUMO gap in Ha: 0.33092
ΔE to the lowest compared entry with this formula, charge and spin in kcal/mol: 36.4

The geometry in XYZ format:
```
23
C7H14I2 (wB97M-V/def2-TZVPD)
C 1.672 1.149 0.904
C 1.764 -1.248 0.370
C -1.431 -1.171 -1.302
C -1.442 1.350 -0.686
C -0.452 -0.357 1.279
C 1.014 -0.238 1.240
C -1.622 -0.045 -0.251
I 1.545 -0.621 3.441
I -3.632 -0.205 0.610
H 2.792 1.186 1.069
H 1.374 2.015 1.505
H 1.640 1.454 -0.064
H 2.886 -0.976 0.312
H 1.445 -1.140 -0.729
H 1.616 -2.354 0.763
H -0.904 -2.083 -0.863
H -2.259 -1.574 -1.748
H -0.865 -0.795 -2.153
H -0.289 1.438 -1.037
H -2.104 1.627 -1.509
H -1.553 1.929 0.225
H -0.760 0.304 2.066
H -0.712 -1.302 1.729
```

# 3
This record from the Open Molecules 2025 dataset describes a cluster of 2 separate species, C7H14N in total in a non-equilibrium geometry. The level of theory is wB97M-V/def2-TZVPD.

Values from the calculation:
Calculated total energy in a.u.: -329.4717
Spin multiplicity: 1
HOMO-LUMO gap in Ha: 0.34676
ΔE to the lowest compared entry with this formula, charge and spin in kcal/mol: 85.3
Charge: +1

The geometry in XYZ format:
```
22
C7H14N (wB97M-V/def2-TZVPD)
C -2.072 -0.054 0.294
C -1.390 -0.446 1.307
C -2.697 0.357 -0.755
C 0.415 -0.653 -0.744
C 0.897 -1.995 -0.583
C 1.825 0.382 0.824
C 0.428 1.875 -0.403
N 0.743 0.467 -0.155
H -1.349 -1.526 1.734
H -0.937 0.194 1.991
H -2.271 0.389 -1.685
H -3.679 0.630 -0.650
H -0.288 -0.423 -1.570
H 0.499 -2.731 -1.202
H 0.488 -2.212 0.474
H 1.927 -2.008 -0.772
H 1.680 -0.234 1.664
H 2.850 -0.011 0.488
H 1.891 1.255 1.403
H 0.533 2.598 0.384
H 1.075 2.300 -1.174
H -0.567 1.847 -0.870
```

# 4
This record from the Open Molecules 2025 dataset describes the ion C7H14N with charge +2 in a non-equilibrium geometry. The level of theory is wB97M-V/def2-TZVPD.

Values from the calculation:
Calculated total energy in a.u.: -329.1425
Spin multiplicity: 2
HOMO-LUMO gap (spin up / spin down) in Ha: 0.37345 / 0.26889
ΔE to the lowest compared entry with this formula, charge and spin in kcal/mol: 15.9
Charge: +2

The geometry in XYZ format:
```
22
C7H14N (wB97M-V/def2-TZVPD)
C -0.651 -1.705 1.644
C -0.480 -0.310 1.046
C 0.598 -0.181 -0.046
C 1.757 -0.871 -0.065
C 0.331 3.267 -1.709
C 0.096 2.148 -0.770
C 0.425 0.828 -1.079
N -1.276 -2.657 0.661
H -1.289 -1.666 2.517
H 0.335 -2.054 1.934
H -0.205 0.398 1.833
H -1.413 0.135 0.702
H 2.486 -0.745 -0.857
H 2.059 -1.603 0.680
H 1.318 3.198 -2.165
H -0.486 3.238 -2.438
H 0.351 4.200 -1.153
H -0.246 2.435 0.223
H 0.504 0.539 -2.115
H -0.615 -2.896 -0.085
H -1.593 -3.522 1.114
H -2.006 -2.178 0.128
```

# 5
This record from the Open Molecules 2025 dataset describes an isolated molecule of C7H14N2 in a non-equilibrium geometry. The level of theory is wB97M-V/def2-TZVPD.

Values from the calculation:
Calculated total energy in a.u.: -384.5088
SMILES: CC(C)(C)N1C=CCN1
Spin multiplicity: 1
HOMO-LUMO gap in Ha: 0.32339
ΔE to the lowest compared entry with this formula, charge and spin in kcal/mol: 77.2

The geometry in XYZ format:
```
23
C7H14N2 (wB97M-V/def2-TZVPD)
C -2.546 0.289 0.390
C -1.487 -0.310 0.924
C -2.228 0.627 -1.026
C 1.025 1.035 0.987
C 1.699 -1.337 0.806
C 1.631 0.162 -1.201
C 0.919 -0.188 0.178
N -1.063 -0.279 -1.325
N -0.576 -0.691 -0.054
H -3.529 0.704 0.880
H -1.387 -0.880 1.926
H -3.048 0.420 -1.761
H -1.899 1.651 -1.043
H 0.267 1.876 0.519
H 0.747 0.993 1.963
H 2.083 1.312 1.061
H 1.938 -2.139 0.086
H 1.241 -1.953 1.508
H 2.598 -0.966 1.337
H 1.410 -0.662 -1.965
H 1.042 1.090 -1.461
H 2.714 0.374 -0.972
H -1.551 -1.129 -1.758
```

# 6
This record from the Open Molecules 2025 dataset describes a cluster of 2 separate species, C7H14N2 in total in a non-equilibrium geometry. The level of theory is wB97M-V/def2-TZVPD.

Values from the calculation:
Calculated total energy in a.u.: -384.5796
SMILES: Cc1c[nH]cn1.CCC
Spin multiplicity: 1
HOMO-LUMO gap in Ha: 0.33782
ΔE to the lowest compared entry with this formula, charge and spin in kcal/mol: 32.8

The geometry in XYZ format:
```
23
C7H14N2 (wB97M-V/def2-TZVPD)
C 0.575 0.071 2.252
C -0.415 2.210 1.337
C -0.498 0.827 1.538
C -2.436 1.470 0.795
N -1.616 2.583 0.858
N -1.732 0.410 1.095
H 0.368 2.911 1.585
H -1.798 3.489 0.461
H 0.426 0.360 3.308
H 1.581 0.474 2.088
H -3.466 1.578 0.521
H 0.569 -1.006 2.292
C 1.563 -2.249 -2.900
C 1.314 -3.232 -1.724
C 2.126 -0.962 -2.260
H 2.317 -2.687 -3.557
H 0.727 -2.070 -3.582
H 0.660 -2.750 -0.955
H 2.223 -3.771 -1.481
H 3.054 -0.607 -2.727
H 1.317 -0.214 -2.155
H 0.430 -3.885 -1.804
H 2.288 -1.135 -1.194
```

# 7
This record from the Open Molecules 2025 dataset describes a structure of composition C7H14N2. The level of theory is wB97M-V/def2-TZVPD.

Values from the calculation:
Calculated total energy in a.u.: -384.5205
Spin multiplicity: 1
HOMO-LUMO gap in Ha: 0.30484
ΔE to the lowest compared entry with this formula, charge and spin in kcal/mol: 69.9

The geometry in XYZ format:
```
23
C7H14N2 (wB97M-V/def2-TZVPD)
C 0.126 -0.393 2.670
C -1.352 0.165 -1.812
C 0.831 1.375 -1.773
C 0.554 -0.810 -0.379
C -0.557 -0.274 1.332
C -0.076 0.410 -1.004
N 1.910 -0.895 -0.308
N -1.761 -0.970 1.265
C -0.186 0.752 0.465
H 2.311 -1.704 0.133
H 2.548 -0.121 -0.459
H -2.201 -0.943 0.358
H -1.774 -1.896 1.668
H 0.592 1.415 0.825
H -0.390 0.226 3.408
H 1.167 -0.082 2.601
H 0.094 -1.421 3.036
H -1.985 1.058 -1.815
H -1.095 -0.083 -2.845
H 1.216 0.892 -2.674
H 0.270 2.262 -2.073
H 1.681 1.719 -1.181
H -1.924 -0.681 -1.436
```

# 8
This record from the Open Molecules 2025 dataset describes an isolated molecule of C7H14N2 in a non-equilibrium geometry. The level of theory is wB97M-V/def2-TZVPD.

Values from the calculation:
Calculated total energy in a.u.: -384.5343
SMILES: C=C(C)N/C(CC)=N\C
Spin multiplicity: 1
HOMO-LUMO gap in Ha: 0.35846
ΔE to the lowest compared entry with this formula, charge and spin in kcal/mol: 61.2

The geometry in XYZ format:
```
23
C7H14N2 (wB97M-V/def2-TZVPD)
C 2.761 -1.580 0.140
C 1.201 -1.296 0.251
C 0.850 0.213 -0.096
C -1.703 -0.256 -0.163
C -2.469 0.466 0.941
C -2.318 -1.278 -0.748
C 1.016 2.458 -0.260
H 3.224 -1.429 -0.825
H 3.140 -2.569 0.439
H 3.248 -0.873 0.803
H 0.646 -2.019 -0.337
H 0.849 -1.141 1.245
H -0.523 0.963 -1.443
H -3.557 0.153 1.034
H -2.198 -0.025 1.914
H -2.384 1.528 0.751
H -3.341 -1.403 -0.480
H -2.075 -1.782 -1.623
H 0.215 2.597 0.460
H 1.694 3.337 -0.173
H 0.598 2.373 -1.264
N -0.483 0.349 -0.597
N 1.610 1.214 0.034
```

# 9
This record from the Open Molecules 2025 dataset describes a cluster of 2 separate species, C7H14N2 in total in a non-equilibrium geometry. The level of theory is wB97M-V/def2-TZVPD.

Values from the calculation:
Calculated total energy in a.u.: -384.5629
SMILES: CCc1c[nH]cn1.CC
Spin multiplicity: 1
HOMO-LUMO gap in Ha: 0.34287
ΔE to the lowest compared entry with this formula, charge and spin in kcal/mol: 43.3

The geometry in XYZ format:
```
23
C7H14N2 (wB97M-V/def2-TZVPD)
C 1.373 2.534 0.072
C 2.533 1.693 -0.487
H 1.803 3.464 0.158
H 0.585 2.528 -0.590
H 0.783 2.187 0.889
H 2.441 1.661 -1.600
H 2.403 0.680 -0.026
H 3.531 1.975 -0.067
C 0.161 -1.679 1.167
C 1.677 -1.550 1.123
C -0.671 -0.789 0.320
C -1.639 0.170 0.672
C -1.717 -0.425 -1.509
N -0.636 -1.093 -1.070
N -2.369 0.392 -0.550
H -0.167 -2.623 0.606
H -0.192 -1.633 2.180
H 2.142 -2.328 1.820
H -1.718 0.661 1.612
H -1.932 -0.203 -2.474
H -3.085 1.133 -0.728
H 2.173 -0.582 1.327
H 1.961 -1.740 0.085
```

# 10
This record from the Open Molecules 2025 dataset describes a cluster of 2 separate species, C7H14N2 in total in a non-equilibrium geometry. The level of theory is wB97M-V/def2-TZVPD.

Values from the calculation:
Calculated total energy in a.u.: -384.6078
SMILES: Cc1c[nH]cn1.CCC
Spin multiplicity: 1
HOMO-LUMO gap in Ha: 0.34582
ΔE to the lowest compared entry with this formula, charge and spin in kcal/mol: 15.1

The geometry in XYZ format:
```
23
C7H14N2 (wB97M-V/def2-TZVPD)
C -1.903 -1.499 -2.951
C -2.352 0.805 -0.279
C -1.977 -0.797 -1.640
C -1.188 -1.051 -0.550
N -2.659 0.378 -1.477
N -1.509 -0.045 0.342
H -2.576 1.782 0.117
H -0.927 0.213 1.128
H -0.513 -1.822 -0.225
H -1.820 -1.025 -3.928
H -2.901 -1.955 -3.063
H -1.169 -2.301 -2.901
C 2.174 0.423 0.849
C 1.406 -0.344 1.918
C 2.338 1.883 1.244
H 3.133 -0.070 0.676
H 1.682 0.303 -0.119
H 1.669 -1.403 1.985
H 2.796 2.385 0.393
H 1.404 2.384 1.516
H 2.892 2.000 2.178
H 1.672 -0.019 2.928
H 0.325 -0.228 1.857
```

# 11
This record from the Open Molecules 2025 dataset describes a cluster of 2 separate species, C7H14N2 in total in a non-equilibrium geometry. The level of theory is wB97M-V/def2-TZVPD.

Values from the calculation:
Calculated total energy in a.u.: -384.6137
SMILES: Cc1c[nH]cn1.CCC
Spin multiplicity: 1
HOMO-LUMO gap in Ha: 0.34981
ΔE to the lowest compared entry with this formula, charge and spin in kcal/mol: 11.4

The geometry in XYZ format:
```
23
C7H14N2 (wB97M-V/def2-TZVPD)
C -1.330 1.280 0.638
C -2.038 2.316 1.522
C -2.119 0.697 -0.516
H -0.309 1.549 0.382
H -1.198 0.447 1.340
H -1.298 2.898 2.072
H -3.196 0.848 -0.398
H -1.858 1.090 -1.509
H -1.975 -0.368 -0.686
H -2.668 3.008 0.959
H -2.658 1.822 2.263
C 0.638 -2.269 -1.729
C 3.197 -0.289 -0.260
C 1.586 -1.593 -0.782
C 1.385 -1.246 0.526
N 2.736 -0.996 -1.253
N 2.418 -0.395 0.850
H 4.081 0.323 -0.302
H 2.764 -0.316 1.793
H 0.481 -1.437 1.084
H 1.196 -2.466 -2.645
H -0.211 -1.650 -2.017
H 0.377 -3.253 -1.333
```

# 12
This record from the Open Molecules 2025 dataset describes a cluster of 2 separate species, C7H14N2 in total in a non-equilibrium geometry. The level of theory is wB97M-V/def2-TZVPD.

Values from the calculation:
Calculated total energy in a.u.: -384.6216
SMILES: Cc1c[nH]cn1.CCC
Spin multiplicity: 1
HOMO-LUMO gap in Ha: 0.34757
ΔE to the lowest compared entry with this formula, charge and spin in kcal/mol: 6.5

The geometry in XYZ format:
```
23
C7H14N2 (wB97M-V/def2-TZVPD)
C 0.294 0.399 2.385
C -0.927 2.579 1.788
C -0.863 1.221 1.897
C -2.811 1.676 1.136
N -2.186 2.854 1.298
N -2.056 0.675 1.488
H -0.168 3.338 1.873
H -2.588 3.746 1.077
H 0.337 0.519 3.472
H 1.212 0.839 2.006
H -3.797 1.680 0.710
H 0.167 -0.664 2.235
C 0.971 -1.838 -2.473
C 0.868 -2.768 -1.260
C 1.813 -0.592 -2.217
H 1.388 -2.414 -3.303
H -0.030 -1.527 -2.755
H 0.207 -2.281 -0.541
H 1.857 -3.040 -0.894
H 1.636 0.172 -2.981
H 1.559 -0.189 -1.225
H 0.236 -3.592 -1.583
H 2.881 -0.794 -2.133
```